{
  "formula": "C18H51Ag2N6O6",
  "method": "ωB97M-V/def2-TZVPD",
  "symbols": ["Ag", "Ag", "C", "O", "H", "H", "H", "C", "C", "C", "O", "C", "N", "H", "H", "H", "H", "H", "H", "H", "H", "H", "H", "H", "C", "C", "C", "O", "C", "N", "H", "H", "H", "H", "H", "H", "H", "H", "H", "H", "H", "C", "C", "C", "O", "C", "N", "H", "H", "H", "H", "H", "H", "H", "H", "H", "H", "H", "C", "C", "C", "O", "C", "N", "H", "H", "H", "H", "H", "H", "H", "H", "H", "H", "H", "C", "O", "N", "N", "H", "H", "H", "H"],
  "xyz": [[3.65643, 0.61609, 0.63291], [4.20652, -0.77467, -2.93108], [1.11549, 0.11570, -1.28902], [2.30475, -0.50372, -1.09381], [1.16863, 1.05975, -0.74676], [1.11109, 0.48878, -2.31317], [0.23918, -0.49560, -1.07338], [-3.65545, -0.23836, -6.45318], [-2.60333, 0.79646, -6.00291], [-2.03504, 0.62412, -4.53646], [-3.05900, 1.06211, -3.50588], [-2.59208, 1.11274, -2.20766], [-1.46729, 0.90703, -6.84905], [-3.90682, -0.10257, -7.50508], [-4.55034, -0.11750, -5.84274], [-3.27622, -1.25729, -6.53104], [-3.04104, 1.79020, -6.09769], [-1.09497, 1.13797, -4.33564], [-1.67551, -0.40148, -4.45294], [-1.90812, 1.95958, -2.15145], [-2.03011, 0.21425, -1.95269], [-3.40085, 1.36440, -1.52162], [-1.03820, 1.77968, -6.57622], [-1.78504, 1.07916, -7.79219], [-1.24720, -1.09605, 2.99901], [-2.65789, -0.86707, 2.36632], [-2.83383, 0.57931, 1.90638], [-2.62138, 1.39824, 3.10472], [-3.06479, 2.70129, 2.83504], [-2.77080, -1.60476, 1.19211], [-1.28560, -0.87002, 4.06463], [-0.51054, -0.51318, 2.44610], [-0.80066, -2.08836, 2.93565], [-3.46080, -1.06498, 3.07645], [-3.86299, 0.57639, 1.54733], [-2.17086, 0.84986, 1.08457], [-2.79690, 3.04299, 1.83526], [-2.51234, 3.42083, 3.43932], [-4.13675, 2.78915, 3.01200], [-1.94882, -1.31927, 0.67932], [-2.58294, -2.53764, 1.53056], [0.69236, 2.55011, 2.26929], [1.75488, 2.17654, 3.25019], [1.25211, 1.92662, 4.63448], [2.28401, 1.91178, 5.64413], [2.95241, 0.70535, 5.71266], [2.30001, 0.96367, 2.68733], [0.32607, 3.53885, 2.54558], [-0.03278, 1.73737, 2.22799], [1.16491, 2.55216, 1.28705], [2.46350, 3.00408, 3.28390], [0.55510, 1.08995, 4.68218], [0.62131, 2.78923, 4.84917], [2.36831, -0.16821, 5.42316], [3.47087, 0.50334, 6.64994], [3.68949, 0.73376, 4.91016], [3.18333, 0.84510, 3.16249], [1.68521, 0.30971, 3.15044], [3.54999, -5.12668, 0.74586], [2.56043, -4.14667, 0.24119], [1.19921, -4.34368, 0.77119], [0.66514, -5.46707, 0.24179], [-0.55990, -5.31935, -0.41323], [3.02943, -2.88492, 0.58289], [2.94498, -6.01706, 0.91703], [4.04376, -4.88478, 1.68701], [4.20472, -5.37590, -0.08921], [2.46066, -4.23850, -0.84034], [0.59058, -3.44181, 0.70570], [1.24536, -4.62321, 1.82373], [-0.86242, -6.20830, -0.96671], [-0.48787, -4.51365, -1.14382], [-1.31677, -5.05256, 0.32439], [2.46273, -2.30643, -0.02069], [2.67235, -2.76919, 1.52055], [1.29242, 4.73968, -2.51962], [1.16005, 5.87770, -2.95363], [0.60160, 3.74463, -3.02280], [2.21557, 4.37552, -1.62915], [0.87730, 2.81698, -2.73370], [-0.09571, 3.85638, -3.74485], [2.49217, 3.44265, -1.35832], [2.90555, 5.08324, -1.42143]],
  "orbital_gap_ha": 0.20055,
  "lumo_energy_ev": -5.8,
  "energy_ha": -1789.81026,
  "homo_ev": -11.2,
  "e_above_lowest_kcal_mol": 130.2,
  "charge": 1
}